[1]
104
Properties=species:S:1:pos:R:3 method="wB97M-V/def2-TZVPD" homo_energy_ev=-7.903 e_tot_ha=-5429.84312 e_lumo_ev=0.0 largest_force_ev_per_a=1.0 mol_weight_g_mol=1179.913
Hf 0.490 -0.753 -0.102
O -2.549 1.134 1.280
C -1.411 1.091 1.717
O -0.555 0.150 1.453
C -0.807 2.140 2.602
C -1.583 2.754 3.573
C -0.993 3.609 4.491
C 0.372 3.850 4.433
C 1.145 3.269 3.437
C 0.568 2.419 2.499
P 1.549 1.706 1.114
C 2.607 3.058 0.506
C 2.264 4.399 0.673
C 2.986 5.396 0.031
C 4.043 5.067 -0.804
C 4.377 3.732 -0.999
C 3.660 2.734 -0.356
C 2.703 0.601 2.044
C 4.038 0.923 2.286
C 4.871 0.040 2.958
C 4.388 -1.183 3.404
C 3.063 -1.515 3.181
C 2.228 -0.633 2.508
H -2.642 2.535 3.611
H -1.594 4.075 5.261
H 0.839 4.496 5.165
H 2.206 3.481 3.386
H 1.422 4.673 1.294
H 2.711 6.434 0.177
H 4.603 5.846 -1.306
H 5.188 3.464 -1.663
H 3.915 1.697 -0.535
H 4.437 1.871 1.949
H 5.904 0.312 3.132
H 5.041 -1.874 3.923
H 2.672 -2.464 3.525
H 1.182 -0.909 2.408
S 1.940 -2.857 0.093
C 1.267 -3.315 -1.457
S 0.009 -2.319 -2.117
C 1.721 -4.427 -2.113
C 1.174 -4.804 -3.382
N 0.728 -5.098 -4.403
C 2.743 -5.254 -1.547
N 3.567 -5.917 -1.091
N -1.113 0.500 -1.324
C -0.755 1.893 -1.537
C -1.694 2.865 -1.215
C -1.403 4.206 -1.394
C -0.165 4.568 -1.904
C 0.761 3.589 -2.223
C 0.494 2.226 -2.053
C 1.565 1.244 -2.400
C 2.278 1.528 -3.568
C 3.414 0.817 -3.908
C 3.864 -0.171 -3.045
C 3.125 -0.487 -1.915
C 1.927 0.163 -1.556
H -1.975 0.486 -0.782
H -1.276 0.041 -2.219
H -2.651 2.564 -0.805
H -2.139 4.957 -1.138
H 0.090 5.611 -2.035
H 1.742 3.878 -2.579
H 1.932 2.322 -4.220
H 3.944 1.039 -4.826
H 4.773 -0.719 -3.262
H 3.505 -1.282 -1.287
Cl -3.138 -5.520 -5.924
C -3.707 -4.805 -4.454
C -2.804 -4.302 -3.536
C -3.291 -3.705 -2.385
C -4.658 -3.589 -2.124
C -5.158 -2.873 -0.892
C -4.609 -3.451 0.414
N -3.172 -3.269 0.591
C -2.287 -4.298 0.833
C -1.065 -3.730 0.959
N -1.177 -2.364 0.824
C -2.460 -2.122 0.618
O -4.953 -1.462 -0.878
C -4.243 -0.846 -1.931
C -4.844 -1.015 -3.289
C -4.110 -1.167 -4.424
Cl -2.395 -1.170 -4.540
S -5.081 -1.334 -5.826
C -6.510 -1.188 -4.894
C -6.242 -1.016 -3.574
C -5.532 -4.146 -3.060
Cl -7.262 -4.132 -2.825
C -5.072 -4.745 -4.220
H -1.737 -4.359 -3.721
H -2.569 -3.301 -1.685
H -6.236 -3.010 -0.833
H -4.783 -4.526 0.417
H -5.151 -3.015 1.253
H -2.604 -5.326 0.872
H -0.120 -4.210 1.142
H -2.910 -1.145 0.559
H -3.206 -1.193 -1.963
H -4.245 0.211 -1.649
H -7.472 -1.243 -5.378
H -7.001 -0.913 -2.810
H -5.770 -5.157 -4.934

---

[2]
105
Properties=species:S:1:pos:R:3 method="wB97M-V/def2-TZVPD" homo_energy_ev="-7.459 / -7.460" e_tot_ha=-3976.95377 e_lumo_ev="-1.4 / -1.4" s2=0.75 largest_force_ev_per_a=1.4 mol_weight_g_mol=1483.841 spin_multiplicity=2
Ir -0.370 0.798 -0.155
I -7.105 -6.206 -1.438
C -5.638 -4.751 -1.150
C -4.451 -5.089 -0.518
C -3.481 -4.117 -0.327
C -3.685 -2.805 -0.753
C -4.879 -2.494 -1.398
C -5.857 -3.457 -1.596
C -2.651 -1.750 -0.550
C -2.209 -1.478 0.745
C -2.611 -2.180 1.940
C -1.885 -1.682 2.961
C -1.083 -0.613 2.427
C -0.310 0.249 3.187
C -0.070 -0.117 4.614
C 1.123 -0.739 4.966
C 1.345 -1.156 6.271
C 0.368 -0.937 7.230
I 0.675 -1.596 9.185
C -0.814 -0.289 6.903
C -1.030 0.114 5.593
C 0.192 1.469 2.733
N 0.071 1.940 1.464
C 0.557 3.208 1.454
C 0.782 3.991 0.321
C 1.094 5.429 0.558
C 0.114 6.246 1.113
C 0.359 7.590 1.350
C 1.604 8.117 1.040
I 1.989 10.135 1.408
C 2.599 7.317 0.499
C 2.338 5.976 0.257
C 0.733 3.520 -0.985
C 1.118 4.265 -2.155
C 0.896 3.473 -3.226
C 0.330 2.242 -2.732
N 0.274 2.286 -1.375
C -0.251 1.253 -3.535
C -1.021 0.208 -3.054
C -1.662 -0.794 -3.859
C -2.365 -1.595 -3.031
C -2.151 -1.129 -1.688
N -1.313 -0.035 -1.721
C -0.082 1.385 -5.011
C -1.182 1.543 -5.851
C -1.025 1.617 -7.227
C 0.248 1.532 -7.773
I 0.490 1.601 -9.843
C 1.359 1.395 -6.955
C 1.187 1.329 -5.580
C 0.972 3.570 2.785
C 0.775 2.486 3.567
N -1.303 -0.514 1.075
H -4.276 -6.104 -0.187
H -2.537 -4.386 0.131
H -5.049 -1.480 -1.738
H -6.781 -3.198 -2.095
H -3.350 -2.960 1.990
H -1.904 -1.989 3.993
H 1.879 -0.903 4.207
H 2.272 -1.650 6.531
H -1.560 -0.095 7.662
H -1.956 0.610 5.328
H -0.855 5.825 1.353
H -0.411 8.217 1.778
H 3.574 7.729 0.280
H 3.116 5.337 -0.142
H 1.510 5.268 -2.152
H 1.066 3.706 -4.264
H -1.570 -0.896 -4.928
H -2.945 -2.461 -3.303
H -2.172 1.617 -5.419
H -1.890 1.727 -7.866
H 2.350 1.322 -7.383
H 2.055 1.216 -4.940
H 1.399 4.519 3.061
H 1.000 2.373 4.615
N 1.779 -1.277 -2.311
C 3.102 -0.920 -1.813
C 3.218 0.558 -1.441
C 2.563 0.960 -0.124
O 3.073 1.815 0.566
O 1.493 0.271 0.253
H 1.671 -2.278 -2.396
H 1.594 -0.851 -3.211
H 3.894 -1.141 -2.542
H 3.305 -1.526 -0.927
H 2.766 1.179 -2.223
H 4.266 0.835 -1.344
C -0.004 -4.647 3.063
Si 1.296 -4.361 1.740
C 1.282 -5.817 0.556
C 2.965 -4.254 2.590
C 0.965 -2.827 0.771
H 0.170 -5.590 3.588
H -1.009 -4.673 2.635
H 0.019 -3.839 3.799
H 1.344 -6.770 1.087
H 2.131 -5.761 -0.129
H 0.370 -5.826 -0.046
H 3.026 -4.957 3.424
H 3.144 -3.251 2.984
H 3.777 -4.483 1.897
H 1.319 -1.840 1.045
H 0.409 -2.837 -0.164

---

[3]
109
Properties=species:S:1:pos:R:3 method="wB97M-V/def2-TZVPD" homo_energy_ev=-9.989 e_tot_ha=-3428.31384 e_lumo_ev=-1.8 largest_force_ev_per_a=0.5 smiles="CCCCC[C@](I)(C#N)CC#N.O=C1C=CC(=O)C=C1.O=C1C=CC(=O)C=C1.O=C1C=CC(=O)C=C1.O=C1C=CC(=O)C=C1.O=C1C=CC(=O)C=C1.O=C1C=CC(=O)C=C1.O=C1C=CC(=O)C=C1" mol_weight_g_mol=1032.793
C -0.157 -2.155 0.575
C 1.132 -1.530 0.040
C 2.326 -1.568 1.007
C 3.344 -2.686 0.705
C 2.740 -4.070 0.916
C 3.676 -5.288 0.701
I 5.610 -5.030 1.604
C 3.898 -5.421 -0.739
N 3.980 -5.474 -1.879
C 2.954 -6.594 1.193
C 3.353 -7.113 2.498
N 3.616 -7.576 3.514
H -0.843 -2.351 -0.255
H -0.664 -1.491 1.275
H 0.008 -3.109 1.079
H 1.411 -2.049 -0.885
H 0.908 -0.500 -0.242
H 1.969 -1.718 2.033
H 2.855 -0.614 0.997
H 3.690 -2.579 -0.328
H 4.204 -2.544 1.362
H 1.943 -4.196 0.177
H 2.312 -4.132 1.921
H 3.037 -7.386 0.449
H 1.889 -6.352 1.280
O 6.550 -1.348 -0.123
C 7.734 -1.545 -0.298
C 8.223 -2.805 -0.913
C 9.521 -3.025 -1.100
C 10.537 -2.017 -0.706
O 11.720 -2.214 -0.878
C 10.048 -0.755 -0.092
C 8.750 -0.537 0.097
H 7.463 -3.524 -1.192
H 9.900 -3.937 -1.544
H 10.807 -0.036 0.188
H 8.371 0.374 0.542
O -1.724 5.744 0.047
C -1.315 4.675 0.456
C -2.107 3.866 1.415
C -1.675 2.678 1.829
C -0.392 2.113 1.345
O -0.030 0.999 1.663
C 0.410 2.935 0.405
C -0.019 4.123 -0.011
H -3.052 4.283 1.733
H -2.244 2.060 2.512
H 1.341 2.501 0.062
H 0.536 4.726 -0.718
O 5.594 -9.128 9.776
C 4.804 -8.599 9.023
C 3.638 -7.842 9.545
C 2.770 -7.262 8.722
C 2.929 -7.345 7.246
O 2.131 -6.810 6.507
C 4.095 -8.103 6.721
C 4.961 -8.682 7.551
H 3.543 -7.794 10.622
H 1.912 -6.705 9.079
H 4.196 -8.154 5.643
H 5.819 -9.239 7.196
O 4.396 -4.239 -7.160
C 3.485 -3.792 -6.499
C 2.464 -2.898 -7.106
C 1.465 -2.401 -6.383
C 1.327 -2.721 -4.939
O 0.417 -2.263 -4.279
C 2.344 -3.614 -4.335
C 3.344 -4.111 -5.056
H 2.585 -2.679 -8.160
H 0.711 -1.746 -6.802
H 2.228 -3.836 -3.282
H 4.094 -4.763 -4.627
O -7.939 6.876 -2.611
C -7.339 6.268 -1.747
C -8.024 5.251 -0.913
C -7.373 4.590 0.040
C -5.936 4.846 0.301
O -5.336 4.234 1.162
C -5.248 5.865 -0.531
C -5.902 6.524 -1.483
H -9.073 5.084 -1.126
H -7.849 3.843 0.661
H -4.199 6.037 -0.315
H -5.426 7.273 -2.103
O -0.562 2.065 -3.071
C -1.642 1.610 -2.756
C -2.619 2.420 -1.985
C -3.797 1.922 -1.623
C -4.191 0.536 -1.984
O -5.268 0.087 -1.657
C -3.212 -0.275 -2.751
C -2.031 0.222 -3.109
H -2.312 3.427 -1.732
H -4.519 2.490 -1.050
H -3.514 -1.286 -2.994
H -1.301 -0.357 -3.659
O -8.301 9.878 0.565
C -9.048 10.303 -0.292
C -10.031 11.374 0.006
C -10.854 11.831 -0.933
C -10.823 11.290 -2.317
O -11.575 11.710 -3.170
C -9.838 10.220 -2.612
C -9.014 9.764 -1.673
H -10.037 11.752 1.021
H -11.581 12.610 -0.742
H -9.833 9.836 -3.624
H -8.289 8.981 -1.863

---

[4]
111
Properties=species:S:1:pos:R:3 method="wB97M-V/def2-TZVPD" homo_energy_ev=-10.263 e_tot_ha=-6624.88956 e_lumo_ev=-2.6 largest_force_ev_per_a=0.4 mol_weight_g_mol=1136.677 total_charge=+1
In -0.112 -0.502 -0.208
F -0.090 2.928 6.868
C 0.278 2.230 5.807
C 1.291 1.295 5.906
F 1.895 1.095 7.068
C 1.666 0.578 4.783
F 2.655 -0.300 4.935
C 1.048 0.749 3.549
P 1.605 -0.251 2.113
C 3.326 0.345 1.969
C 3.468 1.695 1.650
C 4.723 2.254 1.475
C 5.856 1.467 1.618
C 5.726 0.131 1.969
C 4.469 -0.428 2.151
C 1.638 -1.944 2.768
C 0.797 -2.320 3.811
C 0.781 -3.630 4.260
C 1.593 -4.583 3.662
C 2.407 -4.225 2.598
C 2.424 -2.914 2.147
C 0.048 1.719 3.471
Br -0.774 2.239 1.851
C -0.336 2.444 4.586
F -1.286 3.372 4.512
H 2.590 2.323 1.556
H 4.815 3.303 1.223
H 6.838 1.896 1.472
H 6.607 -0.480 2.116
H 4.393 -1.458 2.469
H 0.145 -1.592 4.277
H 0.126 -3.909 5.075
H 1.583 -5.604 4.019
H 3.030 -4.968 2.116
H 3.044 -2.653 1.299
N -2.367 0.133 -2.648
P -1.256 1.248 -1.995
C -0.642 2.029 -3.511
C 0.488 1.516 -4.142
C 0.905 2.046 -5.352
C 0.195 3.086 -5.935
C -0.933 3.597 -5.309
C -1.354 3.077 -4.094
C -2.262 2.536 -1.224
C -1.585 3.618 -0.659
C -2.298 4.666 -0.098
C -3.687 4.637 -0.102
C -4.362 3.569 -0.675
C -3.651 2.521 -1.244
C -2.429 -1.223 -2.400
C -3.226 -2.031 -3.219
C -3.348 -3.364 -2.919
C -2.683 -3.884 -1.809
C -1.900 -3.038 -1.070
N -1.752 -1.721 -1.361
H -2.854 0.422 -3.485
H 1.048 0.708 -3.689
H 1.788 1.648 -5.834
H 0.526 3.506 -6.876
H -1.485 4.412 -5.760
H -2.222 3.500 -3.605
H -0.501 3.654 -0.678
H -1.771 5.499 0.347
H -4.245 5.452 0.339
H -5.444 3.546 -0.681
H -4.184 1.684 -1.674
H -3.746 -1.591 -4.058
H -3.967 -4.001 -3.538
H -2.775 -4.921 -1.523
H -1.381 -3.395 -0.195
C 1.805 -2.393 -3.593
Si 2.283 -2.151 -1.801
C 4.123 -2.347 -1.540
C 1.391 -3.474 -0.807
N 1.723 -0.601 -1.198
C 2.218 0.629 -1.644
C 3.229 0.720 -2.617
C 3.686 1.945 -3.072
C 3.148 3.134 -2.594
C 2.156 3.068 -1.631
C 1.708 1.843 -1.162
H 2.019 -3.416 -3.914
H 2.318 -1.717 -4.280
H 0.728 -2.232 -3.706
H 4.385 -3.408 -1.512
H 4.424 -1.894 -0.592
H 4.724 -1.887 -2.325
H 2.107 -4.202 -0.423
H 0.682 -4.014 -1.437
H 0.857 -3.117 0.081
H 3.659 -0.181 -3.030
H 4.469 1.969 -3.820
H 3.499 4.088 -2.963
H 1.734 3.981 -1.225
H 0.961 1.835 -0.373
O -1.614 -3.124 2.111
C -1.995 -1.999 1.870
O -1.213 -1.029 1.446
C -3.426 -1.625 2.109
C -4.088 -2.141 3.219
C -5.423 -1.842 3.443
C -6.125 -1.067 2.531
C -5.456 -0.610 1.413
C -4.113 -0.845 1.193
N -6.210 0.137 0.394
O -5.779 0.110 -0.747
O -7.227 0.698 0.737
H -3.544 -2.782 3.900
H -5.927 -2.226 4.319
H -7.171 -0.834 2.666
H -3.628 -0.442 0.315